(1)
Molecular formula: C52H39IrN4O4STe
Method: DFT, ωB97M-V/def2-TZVPD

Each line ends with the Löwdin charge.
Atoms and positions in Å:
H  -1.049  -9.468  -4.769  0.077
C  1.694  4.155  -0.762  -0.014
O  0.652  3.364  -8.366  -0.081
H  -1.562  -3.520  3.330  0.116
H  -1.201  -1.262  7.755  0.097
C  6.609  6.897  3.087  -0.064
C  0.161  -1.941  -1.974  -0.155
O  -0.075  -7.851  -4.013  -0.115
H  -4.916  -1.457  5.561  0.094
H  -5.519  -2.394  7.363  0.090
C  -0.890  -1.851  2.214  -0.253
H  2.869  1.723  -4.709  0.129
C  -3.124  -1.356  6.808  -0.262
H  4.351  4.400  5.059  0.114
H  -1.211  3.518  -6.738  0.116
H  2.902  2.533  -6.982  0.096
C  -1.733  -1.117  4.435  -0.209
C  -1.051  -1.186  5.641  -0.039
H  -4.909  -3.492  0.502  0.089
H  -1.025  -4.918  1.101  0.107
C  0.636  -0.873  -3.903  -0.026
C  -0.903  -3.868  1.233  0.026
C  0.653  0.080  -2.812  -0.216
H  2.104  5.156  -0.472  0.116
H  -1.883  -8.665  -3.417  0.104
C  0.807  2.186  2.419  -0.232
H  7.001  6.216  2.308  0.092
C  -0.414  -2.829  0.307  -0.246
C  1.011  -6.313  -2.488  0.024
C  -0.176  -2.995  -1.074  -0.093
C  4.618  5.409  1.882  -0.009
H  0.050  -1.182  5.608  0.136
H  7.453  7.284  3.702  0.103
C  0.337  2.508  3.644  -0.068
C  3.664  4.582  1.332  -0.039
C  -0.526  1.491  4.071  0.021
C  1.184  3.761  -1.987  0.010
O  5.642  6.227  3.921  -0.061
C  0.282  -2.060  -3.435  -0.017
S  -4.908  0.017  1.142  0.881
C  -4.628  -2.493  0.692  -0.170
H  -5.613  -0.643  7.409  0.103
C  -0.420  0.472  3.085  -0.284
C  -3.103  -1.232  4.424  -0.016
H  1.831  -4.801  -1.308  0.106
C  -1.356  -5.936  -3.128  0.003
H  1.889  -6.924  -2.610  0.112
H  0.123  -2.969  -3.936  0.097
C  -0.349  3.047  -6.327  0.007
Ir  0.217  0.215  0.151  1.069
C  1.669  2.950  1.508  0.012
C  -3.458  -1.853  0.145  -0.213
H  -2.675  -2.374  -0.327  0.064
C  0.847  2.376  -1.882  -0.309
C  -0.195  -4.253  -1.748  -0.242
H  -3.589  -1.139  3.470  0.090
C  3.089  3.724  3.455  -0.036
C  0.959  -5.080  -1.831  0.005
H  -6.398  -1.858  1.745  0.065
H  3.518  4.605  0.240  0.087
N  0.275  0.951  2.013  -0.125
H  1.190  4.328  -2.938  0.127
H  2.495  3.124  4.130  0.097
C  -3.454  -0.493  0.329  -0.977
C  0.750  1.488  -2.950  -0.018
H  -1.202  2.613  -4.386  0.114
H  0.778  -0.831  -4.986  0.125
H  5.238  6.051  1.279  0.095
H  -1.894  -7.986  -5.092  0.094
C  -1.182  -3.224  2.376  -0.010
C  -1.271  -8.516  -4.334  -0.120
H  -2.223  -6.288  -3.667  0.098
H  2.466  2.735  -9.145  0.106
C  -5.512  -1.590  1.190  -0.435
N  0.414  -0.595  -1.603  -0.127
C  -0.919  -0.831  3.176  -0.020
N  -0.428  -1.687  0.961  -0.031
C  -5.159  -1.524  7.925  -0.095
H  1.455  3.831  -10.118  0.100
H  0.465  3.426  4.194  0.114
H  -2.222  -4.160  -2.346  0.111
C  2.803  3.817  2.115  -0.136
C  -1.709  -1.332  6.849  0.021
C  1.809  3.651  -9.080  -0.104
C  0.806  3.001  -7.075  -0.296
C  -0.355  2.564  -5.033  -0.007
H  2.318  4.549  -8.705  0.102
H  6.108  7.707  2.537  0.094
C  1.951  2.106  -5.152  -0.042
C  1.973  2.568  -6.460  -0.007
C  -3.844  -1.339  5.588  0.002
C  1.491  3.009  0.125  -0.212
C  4.088  4.487  4.026  0.014
O  -3.738  -1.440  8.011  -0.075
C  4.820  5.414  3.274  -0.309
N  0.887  1.992  -0.587  -0.100
Te  -2.231  1.119  -0.225  1.040
H  -0.990  1.479  5.091  0.132
C  -1.316  -4.710  -2.411  -0.015
H  -5.534  -1.624  8.952  0.095
C  0.813  2.097  -4.404  -0.188
C  -0.173  -6.683  -3.197  -0.224

Properties
orbital gap (alpha / beta) = 0.164 / 0.164 Ha
E_LUMO (alpha / beta) = -0.87 / -2.60 eV
HOMO (alpha / beta) = -5.346 / -7.060 eV
multiplicity = 5
net charge = 0

(2)
Molecular formula: C6H9N
Method: DFT, ωB97M-V/def2-TZVPD

Each line ends with the Löwdin charge.
Atoms and positions in Å:
C  0.560  1.504  -1.033  -0.055
C  0.253  0.357  1.427  0.049
H  0.910  -0.304  1.973  0.106
C  -1.105  -1.711  0.208  -0.271
C  0.308  0.464  -0.011  -0.439
C  1.284  0.171  -1.079  -0.061
H  -2.082  -1.882  -0.253  0.101
H  -1.888  0.403  0.327  0.148
H  2.339  0.157  -0.822  0.107
H  -0.318  -2.310  -0.281  0.101
H  1.127  2.384  -0.744  0.105
H  -0.157  1.184  2.001  0.119
H  0.990  -0.539  -1.847  0.107
C  -0.978  -0.200  0.372  -0.241
N  -1.027  -1.356  1.535  0.015
H  -0.215  1.678  -1.774  0.108

Properties
orbital gap = 0.310 Ha
E_LUMO = 0.92 eV
HOMO = -7.521 eV
energy relative to the best compared isomer or geometry (same formula, charge and spin) = 595.51 kJ/mol
multiplicity = 1
net charge = 0

Q: Among the records above, which one has the highest multiplicity?
A: C52H39IrN4O4STe

Copy entry 2 word for word.
Molecular formula: C6H9N
Method: DFT, ωB97M-V/def2-TZVPD

Each line ends with the Löwdin charge.
Atoms and positions in Å:
C  0.560  1.504  -1.033  -0.055
C  0.253  0.357  1.427  0.049
H  0.910  -0.304  1.973  0.106
C  -1.105  -1.711  0.208  -0.271
C  0.308  0.464  -0.011  -0.439
C  1.284  0.171  -1.079  -0.061
H  -2.082  -1.882  -0.253  0.101
H  -1.888  0.403  0.327  0.148
H  2.339  0.157  -0.822  0.107
H  -0.318  -2.310  -0.281  0.101
H  1.127  2.384  -0.744  0.105
H  -0.157  1.184  2.001  0.119
H  0.990  -0.539  -1.847  0.107
C  -0.978  -0.200  0.372  -0.241
N  -1.027  -1.356  1.535  0.015
H  -0.215  1.678  -1.774  0.108

Properties
orbital gap = 0.310 Ha
E_LUMO = 0.92 eV
HOMO = -7.521 eV
energy relative to the best compared isomer or geometry (same formula, charge and spin) = 595.51 kJ/mol
multiplicity = 1
net charge = 0

Q: The highest multiplicity belongs to which entry?
A: C52H39IrN4O4STe